1.
12
Properties=species:S:1:pos:R:3:mulliken_charge:R:1 method="wB97M-V/def2-TZVPD" relative_energy_ev=3.371 total_energy_ha=-952.2455 smiles="S=C(S)C1CC1" gap_ev=7.8
C -0.14152 0.24220 0.17916 0.082
C 0.54055 0.22810 -1.15573 -0.099
C 1.12383 -1.00292 -1.60168 -0.519
C -0.02147 -0.48852 -2.27146 -0.458
H -0.76086 1.30437 2.01433 0.184
H 0.72723 1.38181 -1.60719 0.310
H 0.80703 -1.86433 -0.94292 0.186
H 2.07838 -0.96011 -2.07898 0.278
H -0.90067 -1.21869 -2.09123 0.219
H -0.13208 0.29945 -3.27403 0.223
S 0.46490 1.44402 1.29367 -0.174
S -1.14161 -0.99500 1.02372 -0.231


2.
25
Properties=species:S:1:pos:R:3:mulliken_charge:R:1 method="wB97M-V/def2-TZVPD" total_charge=+2 total_energy_ha=-2925.3158 gap_ev="6.0 / 6.0"
Ir 2.06390 -1.53880 0.87794 1.723
I 3.02106 -3.03763 -0.83857 -0.039
N -3.51368 0.66825 -2.90111 -0.302
C -3.47000 -0.01261 -1.74386 0.342
O -4.43532 -0.39788 -1.12827 -0.563
C -2.09090 -0.31703 -1.16053 0.886
C -0.87075 0.15940 -1.62499 -0.725
C 0.29355 -0.20525 -0.98405 -0.548
N 0.27824 -1.02269 0.08611 -0.201
C -0.89040 -1.49406 0.54243 -0.056
C -2.08289 -1.15215 -0.04971 -0.646
H -4.42058 0.86302 -3.29721 0.258
H -2.70130 0.93253 -3.42592 0.148
H -0.78753 0.82035 -2.47641 0.317
H 1.26140 0.14149 -1.31649 0.566
H -0.85714 -2.16428 1.38889 0.160
H -3.02496 -1.52542 0.32972 0.520
I 1.36283 -2.66442 3.22598 0.176
I 3.86853 -2.98329 4.00952 0.178
Cl 2.32991 3.83731 0.46153 -0.052
C 2.92670 2.89497 1.82715 0.875
Cl 2.13074 3.34613 3.32876 -0.041
Cl 4.68174 2.97863 1.95895 -0.042
C 2.58868 1.48442 1.55880 0.222
N 2.33819 0.38900 1.35136 -1.157


3.
84
Properties=species:S:1:pos:R:3:mulliken_charge:R:1 method="wB97M-V/def2-TZVPD" total_charge=+1 total_energy_ha=-2254.3813 gap_ev=8.1
C 2.54281 -0.74432 0.02214 -0.606
C 1.20024 -0.80732 -0.86955 -0.275
P 0.43314 0.86535 -1.30874 0.285
C 1.64404 2.30461 -1.13944 -1.110
C -0.91771 1.14184 0.01725 -0.414
N -0.75143 2.04739 1.14254 0.201
C -2.01493 1.88605 1.86711 -0.538
C -2.94423 0.87344 1.17434 -0.469
N -2.18312 0.43225 -0.01376 0.491
C -2.69649 -0.59176 -0.97518 -0.419
H 2.90420 0.30501 0.29070 0.069
H 2.33412 -1.28004 1.01692 0.264
H 3.36597 -1.31088 -0.56152 0.096
H 0.41056 -1.36996 -0.22748 0.200
H 1.33025 -1.47504 -1.82212 0.462
H 2.54252 2.25911 -1.84818 0.287
H 2.08437 2.31485 -0.06319 0.293
H 1.09930 3.32353 -1.24615 0.349
H 0.08334 2.61352 1.33626 0.363
H -2.19276 2.45588 2.84722 0.451
H -3.98791 0.49019 1.47931 0.525
H -2.68598 -0.19276 -2.04612 0.091
H -2.02748 -1.53586 -0.94501 0.287
H -3.75821 -0.86260 -0.65459 0.058
O -3.85613 -0.84437 3.96983 -0.662
H -3.26109 -0.22413 3.52748 0.341
H -3.74258 -0.64645 4.91004 0.325
O 0.23774 5.10006 2.28782 -0.622
H -0.48648 5.71220 2.47442 0.323
H -0.20405 4.26177 2.11377 0.274
O 2.02543 -0.26623 2.92070 -0.628
H 2.60858 0.49975 2.83916 0.326
H 1.17003 0.05746 2.61181 0.271
O -3.24281 -3.75932 2.55137 -0.645
H -3.53066 -2.92932 2.95845 0.328
H -2.28483 -3.75721 2.67026 0.280
O -6.14399 -4.27954 4.09605 -0.618
H -6.66454 -4.04303 3.31783 0.313
H -5.23373 -4.28903 3.77408 0.323
O 2.69067 2.70869 -4.10057 -0.641
H 3.27492 3.47342 -4.18528 0.323
H 1.83551 3.03328 -4.41057 0.316
O -5.20675 1.62210 4.69388 -0.643
H -5.91528 1.26478 5.24476 0.308
H -4.99820 0.90156 4.08336 0.341
O 2.83199 -3.02049 -2.16740 -0.604
H 3.16589 -3.91168 -2.00574 0.282
H 3.61640 -2.52479 -2.44608 0.332
O -1.91591 0.38348 -4.61419 -0.628
H -1.71752 0.59464 -3.69381 0.337
H -1.12217 0.65408 -5.09265 0.314
O -5.57572 -2.30558 1.55584 -0.599
H -4.95858 -3.02867 1.37056 0.367
H -5.58911 -1.79332 0.73768 0.255
O -5.59515 1.66637 -1.05263 -0.598
H -5.88586 2.49404 -0.64719 0.318
H -4.63732 1.67074 -0.93290 0.293
O 5.38875 -0.60806 1.10922 -0.588
H 5.91272 0.20732 1.09493 0.318
H 5.45441 -0.91218 2.02435 0.296
O 7.85216 -0.74553 -0.96934 -0.578
H 7.14325 -1.10536 -0.41926 0.222
H 8.06001 -1.46442 -1.58149 0.345
O -7.18858 0.66132 -3.75117 -0.703
H -6.99616 0.87651 -2.82950 0.322
H -6.39210 0.93508 -4.22538 0.339
O 4.34444 -1.83994 -4.21612 -0.595
H 3.82412 -1.59951 -4.99291 0.286
H 5.25536 -1.84744 -4.53787 0.299
O -3.43967 3.91529 5.25538 -0.630
H -3.82321 4.54512 5.87795 0.328
H -4.13608 3.25395 5.12999 0.347
O 6.12404 2.32244 -0.10205 -0.610
H 5.60452 2.56032 -0.87960 0.294
H 7.03546 2.31391 -0.42328 0.322
O 7.49327 -3.20675 1.09897 -0.603
H 6.87056 -2.47055 1.16593 0.313
H 7.09553 -3.89925 1.64174 0.307
O -5.53797 -1.82341 -3.95583 -0.635
H -6.16600 -1.08733 -3.89753 0.369
H -5.93760 -2.51492 -3.41406 0.304
O 9.32817 -1.63805 -3.85391 -0.653
H 9.04085 -0.81029 -3.44683 0.321
H 10.28652 -1.63597 -3.73528 0.322


4.
120
Properties=species:S:1:pos:R:3:mulliken_spin:R:1 method="wB97M-V/def2-TZVPD" total_charge=+2 relative_energy_ev=2.280 spin_multiplicity=2 total_energy_ha=-2120.9253 gap_ev="8.5 / 5.5" s2=0.755
Ba -10.32916 1.86648 19.91355 0.000
C -14.42429 3.04351 21.16942 0.039
C -14.13350 1.56340 21.19933 -0.117
C -15.28794 0.82626 20.58363 0.084
O -12.85611 1.20574 20.76597 0.864
H -15.33967 3.19976 21.74018 -0.009
H -14.58533 3.45455 20.17282 0.004
H -13.61602 3.54780 21.69905 0.000
H -14.25984 1.28029 22.24431 0.143
H -15.20689 -0.24865 20.74515 -0.013
H -15.32377 1.03409 19.51422 0.000
H -16.25275 1.23308 20.88653 -0.007
C -17.02678 3.03787 24.91324 -0.001
C -17.35008 4.15770 23.90499 0.000
C -18.43776 5.11118 24.30573 0.000
C -18.04108 5.83746 25.53750 0.000
N -17.68355 6.40667 26.46473 0.000
H -16.38042 3.37702 25.72275 0.000
H -16.48388 2.24877 24.39297 0.001
H -17.85167 2.50539 25.38665 0.000
H -17.59875 3.69866 22.94814 0.000
H -16.45291 4.73631 23.68502 0.000
H -19.40731 4.63111 24.43842 0.000
H -18.61906 5.84414 23.51960 0.000
C -15.41552 -0.15973 16.19094 0.002
C -14.17353 -0.19675 17.10792 0.002
C -13.10620 -1.07254 16.49148 -0.003
C -12.78226 -0.88334 15.06354 0.000
N -12.53445 -0.79883 13.93896 0.000
H -15.27780 0.32980 15.22683 0.000
H -16.22372 0.42928 16.62451 0.000
H -15.81793 -1.15816 16.01976 0.000
H -14.44723 -0.57662 18.09224 -0.004
H -13.85645 0.83818 17.23628 0.002
H -13.36036 -2.12781 16.59102 0.000
H -12.23538 -0.91392 17.12758 0.002
C -10.53484 -4.30579 20.67343 0.000
C -11.97760 -4.01804 20.30374 -0.001
C -12.28960 -2.53611 20.43804 -0.011
C -11.33050 -1.67059 19.76759 0.006
N -10.58833 -0.97523 19.23247 0.000
H -10.47439 -5.39083 20.58901 0.000
H -10.36210 -4.09097 21.72799 0.000
H -9.83469 -3.79661 20.01114 0.000
H -12.63263 -4.49683 21.03162 0.000
H -12.22453 -4.43206 19.32614 0.000
H -12.30934 -2.18029 21.46813 0.007
H -13.24282 -2.25846 19.98818 0.002
C -11.22227 -2.90993 24.40162 0.000
C -12.03968 -1.65319 24.85453 0.000
C -12.37205 -0.71156 23.70635 -0.005
C -11.15812 -0.26979 22.95202 -0.003
N -10.21097 0.11226 22.35241 0.007
H -11.03746 -3.61581 25.21136 0.000
H -10.18717 -2.72662 24.11342 0.000
H -11.73618 -3.35498 23.54960 0.000
H -11.49611 -1.08755 25.61129 0.000
H -12.97517 -1.98446 25.30533 0.000
H -12.80164 0.17940 24.16433 0.003
H -13.08333 -1.20250 23.04214 0.003
C -17.88533 4.09813 16.41087 0.000
C -17.00472 5.06917 17.12250 0.000
C -16.82108 4.75409 18.65553 -0.001
C -18.04515 4.77341 19.43637 0.000
N -18.99207 4.75201 20.08383 0.000
H -17.48784 3.08960 16.52472 0.000
H -18.07200 4.26229 15.34960 0.000
H -18.85124 4.02690 16.91091 0.000
H -17.42857 6.06411 16.98638 0.000
H -16.06531 5.01207 16.57264 0.000
H -16.15276 5.52330 19.04253 0.000
H -16.33124 3.78654 18.76511 0.002
C -12.67912 7.11124 21.61766 0.000
C -13.67276 6.82134 20.51084 0.000
C -13.01525 6.51420 19.16514 0.000
C -12.19838 5.30832 19.19398 0.000
N -11.56994 4.34632 19.24395 0.000
H -13.20467 7.57820 22.45063 0.000
H -11.90467 7.80686 21.29449 0.000
H -12.20949 6.18120 21.93793 0.000
H -14.18101 7.74088 20.22062 0.000
H -14.51080 6.15079 20.70099 0.000
H -12.33265 7.30873 18.86368 0.000
H -13.76425 6.39054 18.38296 0.000
C -17.93830 -3.16047 20.41747 0.000
C -16.58352 -2.75259 19.85318 -0.001
C -15.85148 -3.86324 19.12176 0.000
C -15.55090 -5.09350 19.87248 0.000
N -15.35414 -6.01797 20.52755 0.000
H -18.58654 -3.49398 19.60714 0.000
H -18.40036 -2.37692 21.01802 0.000
H -17.86405 -4.05308 21.03861 0.000
H -15.92656 -2.47204 20.67646 0.000
H -16.72693 -1.87638 19.22088 0.001
H -14.95073 -3.39812 18.72125 0.000
H -16.63406 -4.14323 18.41657 0.000
C -13.56642 3.71753 24.85504 0.001
C -12.06442 3.56305 24.44137 0.002
C -11.15803 2.82045 25.43991 0.000
C -11.30842 3.39044 26.77926 0.000
N -11.35928 3.86739 27.85033 0.000
H -14.08518 2.78929 25.09453 0.000
H -14.22304 4.28182 24.19283 -0.001
H -13.65835 4.27109 25.78950 0.000
H -11.59777 4.54109 24.32399 0.000
H -12.04171 3.15913 23.42922 -0.004
H -10.13569 2.91500 25.07385 0.000
H -11.47985 1.78240 25.52336 0.000
C -19.01175 0.97662 19.35566 0.000
C -19.98867 -0.05568 18.71767 0.000
C -20.45266 0.40327 17.32600 0.000
C -21.11678 1.68466 17.33304 0.000
N -21.63623 2.71047 17.36046 0.000
H -18.93902 0.75121 20.41961 0.000
H -19.43408 1.98069 19.31578 0.000
H -18.02587 0.95088 18.89146 0.000
H -20.89609 -0.23757 19.29351 0.000
H -19.48870 -1.00721 18.53680 0.000
H -21.17653 -0.27067 16.86782 0.000
H -19.61184 0.52548 16.64323 0.000


5.
14
Properties=species:S:1:pos:R:3:mulliken_charge:R:1 method="wB97M-V/def2-TZVPD" relative_energy_ev=5.753 total_energy_ha=-307.5010 gap_ev=8.9
C 1.06933 0.62673 -0.27565 -1.046
C 0.93400 -1.13768 1.06984 -0.348
O -0.29047 -1.58886 0.78668 -0.234
C -1.14709 -0.46626 0.61996 -0.386
C -0.47450 0.08371 -0.64443 0.018
O -1.13391 1.13434 -1.27526 -0.524
H 0.92340 1.42562 0.45763 0.287
H 2.07270 0.23062 0.01995 0.380
H 1.27608 1.00780 -1.26550 0.376
H 1.60706 -1.83655 0.50807 0.195
H -1.06650 0.25571 1.44556 0.292
H -2.18436 -0.81450 0.52858 0.282
H -0.44412 -0.73666 -1.37617 0.353
H -1.18736 1.86570 -0.64580 0.355


6.
37
Properties=species:S:1:pos:R:3:mulliken_spin:R:1 method="wB97M-V/def2-TZVPD" spin_multiplicity=4 total_energy_ha=-3010.2064 gap_ev="8.0 / 6.9" s2=3.846
Mn -0.55401 -1.81544 0.27474 3.089
Cl 1.57773 -2.14017 0.84226 0.051
Cl -2.33405 -3.17579 0.27203 0.050
C -0.49407 -0.16617 -1.14551 -0.216
H 0.55868 0.06733 -1.31879 0.037
H -1.11846 -0.28538 -2.03720 -0.005
C 1.79766 2.44784 0.19535 0.003
C 1.71948 2.40119 -1.16036 -0.004
H 1.01325 2.93096 0.78513 -0.001
C 2.80568 1.81832 -2.01636 0.000
H 0.88466 2.87003 -1.68975 0.001
C 3.69833 0.85753 -1.21179 -0.002
H 2.37513 1.30882 -2.89020 0.000
H 3.44806 2.62416 -2.41242 0.000
C 4.12919 1.50417 0.10402 0.000
H 3.14494 -0.06449 -0.98660 0.004
H 4.58040 0.58233 -1.80097 0.000
C 2.90162 1.80638 0.98487 -0.002
H 4.82670 0.84738 0.63774 0.000
H 4.65219 2.44447 -0.11147 0.000
H 2.54946 0.85196 1.41879 0.003
H 3.19736 2.44753 1.82875 0.000
S -1.24315 0.60787 0.21269 0.005
C -3.01982 0.31817 0.22827 -0.013
N -3.64658 0.68788 1.34506 -0.003
C -4.97691 0.18824 1.72220 -0.001
C -5.25327 -1.09381 0.97117 0.000
C -5.02032 -0.88687 -0.50885 0.000
N -3.70262 -0.27888 -0.73973 0.002
H -3.09589 1.22474 2.01067 -0.001
H -5.72738 0.94986 1.47354 0.000
H -4.97528 0.03924 2.80496 0.000
H -6.28702 -1.40342 1.13832 0.000
H -4.60721 -1.90172 1.33815 0.001
H -5.78647 -0.21622 -0.91592 0.000
H -5.05637 -1.83372 -1.05024 0.002
H -3.19396 -0.50022 -1.59073 0.002